[1]
97
Properties=species:S:1:pos:R:3:forces:R:3 method="wB97M-V/def2-TZVPD" multiplicity=2 s_squared=0.755 charge=+4 homo_lumo_gap_ev="7.73 / 5.32" lumo_ev="-10.8 / -13.0" homo_ev="-18.5 / -18.3"
Ir -1.019 0.471 -0.344 -1.0 -1.1 0.9
C -2.967 1.229 1.735 -0.1 0.0 0.2
N -3.030 0.634 0.383 0.4 -0.5 -0.1
C -3.583 -0.739 0.401 -0.3 0.0 0.0
C -3.227 -1.386 -0.900 0.1 -0.2 0.3
C -4.099 -2.124 -1.672 0.0 -0.1 0.0
C -3.621 -2.746 -2.822 0.0 0.0 0.0
C -2.280 -2.613 -3.150 -0.1 -0.1 0.0
C -1.468 -1.848 -2.334 -0.2 0.0 0.0
N -1.928 -1.238 -1.231 0.6 0.5 -1.2
C -3.870 1.500 -0.514 -0.2 0.2 0.1
C -3.104 2.159 -1.608 -0.1 0.0 -0.1
C -3.618 3.231 -2.316 -0.1 -0.1 -0.1
C -2.920 3.692 -3.420 0.0 0.0 0.0
C -1.737 3.055 -3.784 -0.1 0.0 0.0
C -1.275 2.015 -3.010 -0.1 -0.1 0.0
N -1.942 1.580 -1.922 0.5 0.7 0.4
C -1.931 2.300 1.764 0.1 -0.1 0.2
C -2.069 3.454 2.509 0.0 -0.1 0.1
C -1.007 4.342 2.585 0.0 0.1 0.0
C 0.169 4.030 1.918 0.0 0.0 0.1
C 0.235 2.861 1.186 -0.3 0.1 0.1
N -0.800 2.004 1.092 0.6 0.8 -0.8
H -2.682 0.443 2.438 0.0 0.0 -0.1
H -3.941 1.608 2.047 0.0 -0.1 0.0
H -4.661 -0.748 0.579 0.0 0.1 0.0
H -3.099 -1.271 1.219 0.0 0.1 0.0
H -5.137 -2.217 -1.378 0.0 0.0 0.0
H -4.287 -3.328 -3.446 0.0 0.0 0.0
H -1.871 -3.079 -4.037 0.0 0.0 0.0
H -0.423 -1.702 -2.553 0.1 0.1 -0.1
H -4.395 2.253 0.075 0.0 -0.1 0.1
H -4.642 0.877 -0.970 0.0 0.0 0.0
H -4.558 3.681 -2.022 0.0 0.0 0.0
H -3.303 4.521 -4.002 0.0 0.0 0.0
H -1.182 3.363 -4.659 0.0 0.0 0.0
H -0.369 1.487 -3.263 0.0 0.0 0.0
H -2.992 3.647 3.040 0.0 0.0 0.0
H -1.093 5.253 3.163 0.0 0.0 0.0
H 1.026 4.688 1.964 0.0 0.0 0.0
H 1.133 2.584 0.663 0.0 0.0 0.0
N 0.773 1.083 -1.112 0.1 0.0 -0.2
C 1.426 1.918 -1.597 0.3 -0.3 -0.2
N 2.163 2.825 -2.137 -0.1 0.0 -0.1
C 1.848 4.274 -2.016 0.1 0.0 0.0
C 3.017 4.957 -1.326 0.1 0.0 0.0
O 4.218 4.698 -2.012 -0.1 0.0 0.0
C 4.542 3.325 -2.056 0.0 0.1 0.0
C 3.469 2.548 -2.799 0.0 0.1 0.0
H 0.915 4.405 -1.468 0.0 0.0 0.0
H 1.735 4.671 -3.026 0.0 0.0 0.0
H 3.093 4.615 -0.283 0.0 0.0 0.0
H 2.871 6.036 -1.335 0.0 0.0 0.0
H 4.662 2.929 -1.038 0.0 0.0 0.0
H 5.490 3.238 -2.582 0.0 0.0 0.0
H 3.669 1.480 -2.801 0.0 0.0 0.0
H 3.397 2.906 -3.826 -0.1 0.0 0.0
C -0.323 -0.542 4.149 0.0 0.2 0.4
Si 1.370 -0.772 3.468 -0.4 -0.7 -0.8
C 2.301 0.734 2.993 0.2 0.2 0.0
C 2.361 -2.210 4.014 0.2 0.0 0.4
Sb 0.558 -1.594 0.816 0.0 0.7 0.4
Si -0.603 -4.362 1.511 0.3 0.2 0.0
C -2.233 -3.710 2.028 -0.2 0.0 0.1
C -0.476 -5.054 -0.180 0.1 0.0 -0.2
C 0.537 -5.021 2.773 0.0 -0.1 0.2
Si 2.767 -2.467 -0.676 -0.9 0.3 0.3
C 3.620 -0.852 -0.912 0.3 0.0 0.0
C 2.105 -3.195 -2.233 0.2 -0.2 -0.1
C 3.497 -3.634 0.540 0.2 -0.2 0.0
H -0.278 -0.011 5.107 0.0 0.0 0.0
H -0.807 -1.502 4.336 0.0 0.0 0.0
H -0.932 0.050 3.466 0.1 0.0 0.0
H 2.759 1.156 3.896 0.0 0.0 0.0
H 1.647 1.490 2.569 0.0 0.0 0.0
H 3.111 0.514 2.295 0.0 0.0 0.0
H 2.765 -2.005 5.014 0.0 0.0 0.0
H 3.214 -2.387 3.359 0.0 0.0 0.0
H 1.763 -3.114 4.090 0.0 0.0 0.0
H -2.630 -3.023 1.283 0.0 -0.2 0.0
H -2.194 -3.221 3.001 0.0 0.0 0.0
H -2.935 -4.551 2.107 0.0 0.0 0.0
H -0.695 -4.325 -0.961 -0.1 0.0 0.0
H -1.211 -5.865 -0.266 0.0 0.0 0.0
H 0.509 -5.488 -0.356 0.0 0.0 0.0
H 0.247 -4.720 3.780 0.0 0.0 0.0
H 1.575 -4.743 2.595 0.0 -0.1 0.0
H 0.486 -6.117 2.730 0.0 0.0 0.0
H 2.989 -0.195 -1.503 0.0 0.0 0.0
H 4.556 -1.016 -1.459 0.0 0.0 0.0
H 3.869 -0.363 0.032 0.0 0.0 0.0
H 1.373 -2.546 -2.706 0.0 0.0 -0.1
H 1.672 -4.184 -2.084 0.0 0.0 0.0
H 2.930 -3.312 -2.945 0.0 0.0 0.0
H 3.906 -3.122 1.411 0.0 0.0 0.0
H 4.327 -4.165 0.059 0.0 0.0 0.0
H 2.783 -4.391 0.866 0.0 0.0 0.0



[2]
95
Properties=species:S:1:pos:R:3:forces:R:3 method="wB97M-V/def2-TZVPD" multiplicity=1 smiles="O=S1(=O)CCCC1.c1cc[nH]c1.c1cc[nH]c1.CCCC#N.CCCC#N.CCCC#N.CCCC#N.CCCC#N" homo_lumo_gap_ev=8.36 lumo_ev=0.4 homo_ev=-7.9 relative_energy_kcal_mol=0.00
C 25.873 11.706 10.038 0.5 0.1 -0.7
C 27.063 10.785 9.572 -2.3 0.2 -0.2
C 26.683 9.263 9.483 0.8 0.0 1.2
C 25.379 8.858 8.944 -2.4 0.1 -1.7
N 24.292 8.620 8.561 3.0 0.6 1.1
H 25.148 11.972 9.269 -0.4 -1.3 -0.4
H 26.132 12.758 10.165 0.9 -0.1 1.0
H 25.361 11.275 10.898 0.0 0.3 0.0
H 27.908 10.925 10.246 0.0 -0.3 -0.2
H 27.332 11.052 8.551 0.3 0.3 0.1
H 26.665 8.744 10.441 -0.1 0.5 0.7
H 27.589 8.806 9.087 -0.5 -0.4 -1.0
C 21.175 7.155 6.606 0.8 -0.1 0.2
C 20.020 6.229 7.075 0.3 2.4 -1.1
C 19.283 5.749 5.825 0.9 -2.1 0.8
C 19.871 4.429 5.552 0.8 -3.5 -1.6
N 20.297 3.353 5.315 -1.2 3.3 0.9
H 21.278 7.974 7.317 0.4 0.0 -0.2
H 21.134 7.553 5.592 -1.2 0.4 0.0
H 22.140 6.681 6.427 0.2 -0.5 1.0
H 19.290 6.883 7.552 0.2 -0.1 0.6
H 20.389 5.468 7.762 -0.3 0.0 -0.2
H 19.505 6.387 4.970 -0.7 0.1 0.2
H 18.238 5.568 6.080 -0.1 0.3 -0.6
C 26.906 12.534 15.044 -1.1 -0.5 -0.8
C 25.593 12.160 14.302 -0.3 2.2 0.2
C 25.423 10.729 14.129 -0.8 -3.0 -1.0
C 24.243 10.379 13.278 5.8 1.9 4.5
N 23.375 10.127 12.651 -5.7 -1.6 -3.9
H 26.741 12.577 16.121 0.2 -0.2 -0.1
H 27.322 13.485 14.712 -0.1 -0.1 0.0
H 27.551 11.703 14.755 0.7 0.3 0.5
H 25.514 12.566 13.294 0.4 0.5 0.0
H 24.677 12.492 14.792 0.2 0.5 0.3
H 25.303 10.167 15.055 0.1 0.1 0.2
H 26.247 10.273 13.580 0.4 -0.1 0.2
C 25.684 5.420 16.885 0.0 0.7 -0.6
C 25.020 6.516 15.985 0.9 -0.8 0.6
C 25.940 7.140 14.920 0.1 1.3 0.4
C 27.150 7.838 15.460 1.7 -0.6 0.7
N 28.141 8.296 15.877 -2.1 -0.6 -0.8
H 24.933 5.010 17.560 0.2 0.0 0.1
H 26.526 5.839 17.437 -0.2 0.2 0.3
H 26.143 4.599 16.334 -0.3 0.0 -0.4
H 24.660 7.314 16.635 -0.1 0.0 0.0
H 24.145 6.072 15.511 0.0 0.1 -0.3
H 25.436 8.005 14.488 -0.6 -0.3 -0.4
H 26.184 6.491 14.080 0.4 -0.1 0.2
C 20.137 0.417 8.056 -0.6 1.8 1.6
C 19.412 1.552 8.890 -2.0 -0.6 0.1
C 20.216 2.810 9.197 1.1 -0.8 0.1
C 21.489 2.433 9.910 0.1 0.6 -0.3
N 22.456 2.172 10.487 -0.8 0.2 -0.4
H 21.135 0.664 8.418 0.6 -1.0 -1.0
H 19.962 0.514 6.984 0.4 0.1 0.2
H 19.851 -0.575 8.405 0.0 0.1 0.0
H 18.970 1.180 9.814 0.6 -0.5 0.4
H 18.474 1.898 8.457 0.1 0.1 -0.8
H 19.729 3.543 9.840 -0.3 -0.2 0.0
H 20.381 3.287 8.231 0.7 0.1 0.1
C 21.539 5.837 11.663 3.0 0.0 -1.0
C 22.430 5.463 12.932 0.4 -0.5 -1.7
C 23.824 5.029 12.320 -0.2 0.6 -0.6
S 24.217 6.275 11.075 -2.1 2.6 0.8
O 24.774 5.671 9.918 0.5 -0.8 -1.0
O 24.900 7.457 11.620 -0.3 -1.5 0.1
C 22.436 6.824 10.869 -0.2 1.4 0.6
H 20.518 6.194 11.802 0.2 -0.2 0.2
H 21.652 5.051 10.916 -1.1 -1.1 0.6
H 22.010 4.572 13.399 0.0 0.4 0.6
H 22.542 6.356 13.546 -0.1 -0.3 0.4
H 23.745 4.085 11.782 -0.4 0.0 -0.2
H 24.791 4.946 12.817 -0.4 0.2 1.1
H 22.156 7.064 9.844 0.3 -0.9 -0.3
H 22.340 7.830 11.278 0.7 0.1 0.5
N 20.321 10.028 11.336 0.1 -0.3 -0.7
C 19.085 9.575 11.410 -4.2 -0.5 -0.9
C 18.421 9.764 10.171 0.5 -0.8 1.6
C 19.368 10.279 9.298 1.1 -0.2 0.1
C 20.541 10.420 10.029 1.3 0.0 0.2
H 20.945 9.872 12.115 0.7 0.5 -0.6
H 18.591 9.165 12.278 0.5 0.1 0.3
H 17.433 9.476 9.844 -0.1 0.0 0.5
H 19.146 10.331 8.242 0.6 0.5 0.0
H 21.589 10.582 9.822 -0.2 0.4 -0.6
N 27.631 3.889 12.763 -1.2 0.6 -0.8
C 27.456 4.856 11.796 1.1 1.4 0.1
C 28.279 5.962 12.173 -1.2 -1.4 -1.1
C 28.851 5.614 13.377 0.9 -0.2 1.7
C 28.388 4.383 13.762 0.8 -0.6 0.6
H 27.270 2.947 12.728 -0.2 0.4 0.0
H 26.729 4.759 11.003 0.4 -0.2 -0.2
H 28.576 6.888 11.703 -0.7 -0.1 -0.5
H 29.587 6.192 13.917 -0.2 0.1 0.1
H 28.543 3.769 14.637 0.3 0.2 0.0



[3]
96
Properties=species:S:1:pos:R:3:forces:R:3 method="wB97M-V/def2-TZVPD" multiplicity=3 s_squared=2.008 homo_lumo_gap_ev="7.42 / 8.37" lumo_ev="-1.0 / -1.0" homo_ev="-8.4 / -9.4"
C -5.836 -5.242 -2.822 0.2 -0.4 0.0
C -4.768 -5.769 -3.763 0.1 0.0 0.7
Cl -4.203 -4.517 -4.899 -0.1 0.2 -0.1
C -3.600 -6.473 -3.004 -0.2 -0.1 -1.1
C -2.223 -5.934 -3.235 -0.3 -0.1 0.4
C -1.661 -4.907 -2.596 -0.1 0.2 0.2
Si -2.405 -3.810 -1.233 0.6 0.9 0.4
C -3.358 -2.331 -1.898 0.1 -0.9 0.1
C -3.390 -4.744 0.068 0.0 0.3 -0.4
C -0.930 -3.063 -0.308 -0.6 -0.2 -0.5
C -0.270 -4.574 -3.024 0.0 0.2 0.0
O 0.153 -3.442 -3.102 0.0 -0.1 0.2
C 0.569 -5.737 -3.403 0.4 -0.1 0.1
C 0.010 -6.758 -4.027 -0.2 0.2 -0.1
C 0.751 -7.958 -4.490 0.3 -0.2 0.0
C 0.766 -8.964 -3.370 -1.5 -2.0 0.4
O -0.026 -9.868 -3.243 1.5 1.6 -0.2
Cl 2.036 -8.723 -2.131 -0.2 0.1 -0.3
C -1.450 -6.665 -4.278 -0.2 0.0 -0.4
O -1.972 -7.130 -5.269 0.1 -0.2 0.3
H -5.583 -4.302 -2.358 0.0 0.4 0.0
H -5.942 -5.967 -2.024 -0.1 -0.2 0.3
H -6.791 -5.210 -3.325 -0.3 0.4 -0.2
H -5.243 -6.511 -4.377 0.0 -0.3 -0.4
H -3.823 -6.590 -1.957 0.0 0.3 0.4
H -3.591 -7.473 -3.418 0.0 -0.4 0.1
H -3.859 -1.903 -1.037 -0.1 0.3 0.2
H -2.660 -1.620 -2.316 0.2 0.3 -0.1
H -4.099 -2.585 -2.642 -0.2 0.0 -0.2
H -3.630 -4.018 0.836 0.0 0.3 0.2
H -2.805 -5.519 0.545 0.1 -0.4 0.0
H -4.337 -5.124 -0.281 -0.3 -0.4 -0.1
H -0.081 -3.733 -0.314 0.3 -0.1 0.2
H -1.214 -2.812 0.705 0.0 -0.1 0.4
H -0.646 -2.136 -0.786 0.2 0.2 -0.2
H 1.626 -5.757 -3.197 0.3 0.4 0.0
H 1.758 -7.696 -4.774 0.3 0.0 0.0
H 0.253 -8.420 -5.330 -0.2 -0.1 -0.2
C -1.573 2.627 2.404 -0.2 0.1 0.0
C -0.974 2.160 1.057 0.1 0.4 1.6
C -0.463 3.369 0.274 -0.1 0.2 -0.5
C -1.579 4.220 -0.333 0.0 -0.1 0.0
C -2.531 3.354 -1.158 0.5 0.2 0.0
C -3.083 2.162 -0.377 -1.4 0.4 0.4
N -1.985 1.392 0.275 1.1 0.5 -1.5
O -1.400 0.629 -0.586 -0.2 -0.5 0.3
C -4.105 2.650 0.667 0.1 0.1 0.2
C -3.858 1.247 -1.314 0.2 -0.3 -0.3
C 0.203 1.264 1.425 0.2 -0.4 -0.3
H -2.291 1.902 2.788 0.0 0.0 0.0
H -0.790 2.730 3.154 0.1 0.0 -0.1
H -2.061 3.598 2.345 0.0 -0.1 0.0
H 0.192 3.031 -0.535 0.0 -0.1 0.0
H 0.152 3.985 0.933 0.0 -0.1 0.1
H -2.125 4.755 0.448 0.0 0.0 0.0
H -1.139 4.988 -0.973 0.0 0.0 0.0
H -3.363 3.959 -1.524 -0.1 -0.1 0.0
H -1.998 2.992 -2.043 0.0 -0.1 0.1
H -4.417 1.831 1.317 0.0 0.0 0.0
H -4.995 3.028 0.163 0.0 -0.1 -0.1
H -3.744 3.462 1.292 0.0 -0.1 0.0
H -3.258 0.919 -2.161 0.1 -0.1 0.1
H -4.724 1.770 -1.718 0.0 0.1 0.1
H -4.214 0.363 -0.785 0.0 0.0 0.0
H -0.129 0.379 1.971 0.0 0.0 0.0
H 0.889 1.819 2.064 -0.1 0.1 0.1
H 0.772 0.935 0.556 -0.2 0.0 -0.1
C 6.691 5.289 3.815 0.1 -0.1 -0.1
C 5.159 5.489 3.872 1.4 0.2 0.5
C 4.522 4.405 4.743 -0.3 -0.4 -0.1
C 4.468 3.031 4.074 0.0 0.1 0.0
C 3.816 3.129 2.696 -0.2 -0.1 0.5
C 4.469 4.176 1.797 1.0 -0.8 -1.0
N 4.580 5.487 2.496 -1.7 -0.5 0.8
O 3.441 6.093 2.487 0.2 0.4 -0.3
C 5.855 3.681 1.339 0.2 0.0 0.2
C 3.660 4.322 0.514 -0.4 0.3 -0.1
C 4.935 6.849 4.524 -0.4 0.2 -0.1
H 7.114 5.746 2.921 0.0 0.0 0.0
H 7.169 5.762 4.672 -0.1 0.0 0.1
H 6.990 4.243 3.843 0.0 0.0 -0.1
H 3.501 4.705 5.001 0.0 0.1 -0.1
H 5.071 4.337 5.684 0.1 0.1 0.0
H 5.470 2.600 3.994 0.0 0.0 0.0
H 3.894 2.345 4.700 0.0 0.0 0.0
H 3.854 2.156 2.201 0.0 0.0 -0.1
H 2.755 3.368 2.828 0.0 0.2 -0.1
H 6.386 4.464 0.798 0.0 0.0 0.0
H 5.739 2.833 0.665 -0.1 0.0 0.0
H 6.490 3.337 2.151 0.0 0.1 0.0
H 2.616 4.570 0.700 0.1 0.1 0.1
H 3.673 3.381 -0.035 0.1 -0.1 0.1
H 4.081 5.092 -0.134 0.0 0.0 0.0
H 5.349 7.652 3.912 0.0 0.0 0.0
H 5.431 6.870 5.494 0.1 -0.1 0.0
H 3.881 7.057 4.694 0.0 0.0 -0.1



- What is the multiplicity in the first record?
  2



- The highest multiplicity belongs to which entry?
  C32H54Cl2N2O5Si



- Which of these has the lowest multiplicity?
  C32H53N7O2S



- Among the records above, which one has the highest multiplicity?
  C32H54Cl2N2O5Si